No. 1
# CH5N4

A cluster of 2 separate species, CH5N4 in total in a non-equilibrium geometry (wB97M-V/def2-TZVPD, the Open Molecules 2025 dataset).

```
10
Properties=species:S:1:pos:R:3:forces:R:3:mulliken_charge:R:1
C 0.25922 1.21319 -0.59940 -1.00 -3.89 0.13 0.444
N -0.96208 -2.51894 0.70819 3.67 -0.30 2.59 -0.301
N 0.06276 -1.88170 1.09598 -1.06 -4.18 0.70 -0.122
N 0.09197 0.03990 -0.44870 0.72 4.61 -1.09 -0.292
N 0.36907 2.43938 -0.93041 -0.88 2.14 -0.30 -0.390
H -1.45944 -1.88045 0.19184 -2.20 2.02 -2.16 0.259
H 0.62549 -2.60880 1.66518 -0.52 1.77 -0.78 0.282
H 0.20472 -0.67012 0.38183 0.03 -0.74 0.63 0.494
H 1.33863 2.81134 -1.01951 -1.29 0.01 -0.06 0.298
H -0.53035 3.05619 -1.04501 2.53 -1.44 0.33 0.328
```
Forces are in eV/Å.

Summary:
HOMO-LUMO gap (eV): 10.66
Charge: +1
DFT total energy (eV): -7068.720
Maximum force (eV/Å): 4.79

***

No. 2
# C4H8NO3

A structure of composition C4H8NO3 in a non-equilibrium geometry (wB97M-V/def2-TZVPD, the Open Molecules 2025 dataset).

```
16
Properties=species:S:1:pos:R:3:forces:R:3:mulliken_charge:R:1
O 0.90507 -0.38817 2.14277 -0.54 0.38 -1.66 -0.696
C 0.65742 0.22735 0.96383 2.64 -0.26 0.44 -0.180
C -0.07773 -0.33112 -0.17880 -1.92 0.43 1.06 0.029
C -0.73983 -1.70230 0.19266 -1.06 -0.09 0.70 -0.352
O -0.95483 -1.82076 1.60132 0.54 1.54 -0.63 -0.702
N -0.70060 0.52402 -1.20937 0.27 -1.90 0.65 -0.335
C 0.30125 1.20652 -2.09582 1.33 0.29 0.79 -0.217
O 0.73957 2.31297 -1.51093 -0.03 -0.02 -0.65 -0.834
H 1.32948 1.07567 0.78491 -0.90 0.35 -0.39 0.435
H -0.47200 0.45464 1.01274 -1.12 0.72 -0.32 0.287
H -0.17281 -2.59773 -0.13513 0.35 0.68 -0.34 0.202
H -1.73081 -1.77621 -0.31101 0.61 0.28 -0.03 0.296
H -0.16850 -1.01643 2.05452 -0.08 -2.21 0.15 0.341
H -1.22717 1.27535 -0.73955 0.41 -0.39 -0.35 0.289
H 1.09865 0.39819 -2.21995 -0.16 0.07 0.03 0.175
H -0.11782 1.28338 -3.13740 -0.34 0.14 0.55 0.261
```
Forces are in eV/Å.

Summary:
HOMO-LUMO gap (eV): 6.81
Charge: -1
DFT total energy (eV): -11906.168
Maximum force (eV/Å): 2.69

***

No. 3
# C38H32N2P2Sc

A structure of composition C38H32N2P2Sc (wB97M-V/def2-TZVPD, the Open Molecules 2025 dataset).

```
75
Properties=species:S:1:pos:R:3:forces:R:3:mulliken_charge:R:1
Sc -0.26371 -1.66213 0.41885 0.03 0.11 -0.02 0.085
C -3.29537 -0.24028 1.19165 0.00 -0.01 0.00 -0.921
P -1.67612 -0.05863 2.03225 -0.04 0.03 0.03 0.645
C -1.14393 1.65754 1.77853 0.02 -0.01 0.00 0.627
C 0.21039 1.93399 1.96686 -0.01 0.00 0.00 -0.372
C 0.69363 3.22436 1.82124 -0.01 0.01 0.00 -0.831
C -0.17626 4.24846 1.47554 0.01 0.00 0.00 -0.539
C -1.52275 3.97937 1.27422 -0.01 -0.01 0.00 -0.786
C -2.00854 2.68808 1.42305 -0.01 0.03 0.00 0.077
C -1.96937 -0.23970 3.80764 -0.02 0.01 0.00 0.700
C -0.91228 -0.62730 4.62802 0.01 0.00 0.00 -0.312
C -1.09183 -0.72837 5.99885 0.00 0.00 0.00 -0.717
C -2.33294 -0.45515 6.55566 -0.01 0.00 -0.01 -0.535
C -3.39275 -0.07570 5.74347 0.01 0.00 0.01 -0.747
C -3.21276 0.03638 4.37373 0.01 0.00 -0.01 -0.377
C -3.00790 -0.28901 -0.27710 0.01 0.01 0.01 -0.201
C -3.67451 0.23771 -1.34644 0.01 0.00 -0.01 -1.078
C -2.90635 -0.07586 -2.50893 -0.01 0.01 -0.01 -1.208
C -1.81229 -0.77433 -2.08799 0.01 -0.02 0.02 -0.481
C -0.61031 -1.25631 -2.84184 0.01 0.00 0.01 -0.490
P 0.86040 -0.71500 -1.86425 -0.04 -0.07 0.00 1.562
C 2.32083 -1.49370 -2.58552 0.00 0.01 -0.02 0.352
C 3.52347 -1.42189 -1.87930 0.01 0.00 0.01 -0.156
C 4.64755 -2.08115 -2.34592 0.00 0.00 -0.01 -0.824
C 4.57355 -2.83368 -3.51419 0.00 0.00 0.00 -0.528
C 3.38314 -2.90746 -4.22049 0.01 0.00 0.00 -0.672
C 2.25879 -2.23033 -3.76388 0.00 0.00 0.00 -0.323
C 0.98376 1.06303 -2.18308 0.00 0.02 -0.01 0.624
C -0.01313 1.90836 -1.69157 0.00 0.00 0.01 0.016
C 0.02503 3.26188 -1.98633 0.02 -0.01 -0.01 -0.897
C 1.06357 3.78137 -2.74680 -0.01 0.01 0.00 -0.792
C 2.06307 2.94592 -3.22296 0.00 0.01 -0.01 -0.804
C 2.02246 1.58681 -2.94994 0.00 0.00 0.01 -0.783
N -1.84774 -0.91643 -0.70372 0.04 -0.07 0.03 0.465
H -3.99154 0.56197 1.43513 0.00 0.01 0.00 0.695
H -3.73842 -1.17015 1.56363 0.00 0.00 0.00 0.517
H 0.89397 1.13780 2.24834 0.00 0.00 0.00 0.398
H 1.74441 3.43053 1.97478 0.00 0.00 0.00 0.445
H 0.19674 5.25745 1.35920 0.00 0.00 0.00 0.435
H -2.20023 4.77849 1.00274 0.00 0.00 0.00 0.474
H -3.06070 2.49663 1.25820 0.00 -0.01 0.00 0.263
H 0.05385 -0.85505 4.19318 0.00 0.00 0.00 0.311
H -0.26657 -1.02655 6.63159 0.00 0.00 0.00 0.424
H -2.47563 -0.54073 7.62459 0.00 0.00 0.00 0.403
H -4.36046 0.13639 6.17788 0.00 0.00 0.00 0.437
H -4.04533 0.34188 3.75278 0.00 0.00 0.00 0.308
H -4.60105 0.78891 -1.31341 0.00 0.00 0.00 0.531
H -3.12899 0.20426 -3.52637 0.00 0.00 0.00 0.530
H -0.58247 -0.83399 -3.84677 0.00 0.01 0.00 0.675
H -0.58049 -2.34722 -2.93363 0.00 0.01 0.00 0.349
H 3.57844 -0.84890 -0.95906 0.00 0.00 0.00 0.492
H 5.57938 -2.01786 -1.79964 0.00 0.00 0.00 0.412
H 5.44763 -3.36175 -3.87146 0.00 0.00 0.00 0.403
H 3.31992 -3.49648 -5.12550 0.00 0.00 0.00 0.450
H 1.33702 -2.30234 -4.32608 0.01 0.00 0.00 0.444
H -0.82869 1.51537 -1.09565 -0.01 0.00 0.01 -0.006
H -0.75834 3.91064 -1.61902 0.00 0.00 0.00 0.558
H 1.09134 4.83962 -2.97121 0.01 0.00 0.00 0.414
H 2.87161 3.34871 -3.81825 0.00 0.00 0.00 0.440
H 2.79653 0.93874 -3.34052 -0.01 0.00 0.01 0.386
C 0.22940 -2.96424 2.29980 -0.03 -0.04 -0.09 -1.355
C 0.38028 -3.77462 1.13929 -0.02 0.03 0.05 0.409
C 1.58055 -3.72567 0.37900 0.02 -0.02 0.00 -0.471
C 1.64161 -4.17807 -0.92708 -0.01 0.01 -0.01 -0.170
C 0.49329 -4.63600 -1.57755 0.02 0.04 0.00 0.033
C -0.71628 -4.64707 -0.88397 0.01 0.01 -0.02 -0.493
C -0.77880 -4.21155 0.43178 0.01 -0.01 0.00 -0.282
C 0.54946 -5.02165 -2.95773 -0.07 -0.13 0.03 -0.109
N 0.57495 -5.32164 -4.06693 0.03 0.07 -0.01 -0.533
H 1.13494 -2.68941 2.83378 0.00 -0.01 0.00 0.418
H -0.63466 -3.13555 2.93345 -0.01 0.00 -0.01 0.478
H 2.48477 -3.36401 0.85595 0.00 0.00 0.00 0.473
H 2.58190 -4.14922 -1.46331 0.00 0.00 0.00 0.642
H -1.61740 -4.98087 -1.38220 0.00 0.00 0.00 0.515
H -1.72977 -4.24146 0.95378 0.00 0.00 0.00 0.478
```
Forces are in eV/Å.

Summary:
HOMO-LUMO gap (eV): 7.31
Charge: +1
DFT total energy (eV): -82179.782
Maximum force (eV/Å): 0.15

***

No. 4
# C20H19Cl3NO2P

A cluster of 2 separate species, C20H19Cl3NO2P in total in a non-equilibrium geometry (wB97M-V/def2-TZVPD, the Open Molecules 2025 dataset).

```
46
Properties=species:S:1:pos:R:3:forces:R:3:mulliken_charge:R:1
H -5.88943 -2.05025 -1.72079 0.93 -0.07 0.35 0.262
N -5.02360 -2.03810 -1.13778 -1.35 0.98 2.83 -0.559
C -5.41222 -1.62432 0.04712 -0.03 -0.27 -1.43 0.019
C -4.48513 -1.42445 1.32850 0.57 0.24 -0.22 -0.935
C -2.92255 -1.35816 1.02502 3.78 -0.93 -0.52 0.597
C -2.06171 -2.64092 1.34431 1.88 3.42 -1.40 -0.934
C -0.52125 -2.63651 1.10638 -1.90 2.90 -0.55 -0.744
C 0.24648 -1.37949 0.55451 -4.09 0.66 0.07 0.176
P 2.12095 -1.48587 0.36365 0.36 -0.79 0.23 0.021
C 2.64226 -1.26902 -1.47450 0.34 1.82 -0.01 -0.431
C 2.84209 -0.04154 1.41089 0.28 0.16 0.47 -0.368
C 4.34708 0.34204 0.96812 -0.24 0.38 0.86 -1.009
C -0.59592 -0.11779 0.23326 -1.58 -2.46 1.24 0.700
C -2.14572 -0.14275 0.47262 0.75 -1.31 0.50 0.440
C -2.95879 1.17863 0.12457 -1.94 0.19 -1.14 -0.016
O -4.10797 1.14363 -0.41828 4.26 0.18 2.46 -0.534
C -2.23739 2.56768 0.44960 1.98 2.02 0.53 0.392
C -2.98154 3.81979 0.97281 4.34 -0.26 -0.93 -0.642
C -2.11428 5.09351 1.21824 1.46 -2.20 -0.99 -0.335
C -0.57626 5.16482 0.94237 -1.61 -3.54 -0.73 -0.444
C 0.18046 3.88856 0.42711 -4.22 -0.10 0.57 -0.532
C -0.68359 2.59927 0.20428 -1.11 1.86 1.02 0.224
C 0.03391 1.23902 -0.29621 0.74 1.24 -1.12 0.341
O 1.00511 1.35466 -1.08416 -2.94 -0.91 2.80 -0.484
H -6.53287 -1.37595 0.17609 1.77 -0.26 0.33 0.312
H -4.64772 -2.29804 2.06066 0.17 1.22 -1.19 0.423
H -4.80410 -0.47346 1.90428 0.41 -1.45 -1.14 0.288
H -2.59355 -3.54946 1.77300 0.92 1.31 -0.68 0.264
H 0.11333 -3.54412 1.36282 -1.03 1.33 -0.40 0.318
H 1.74892 -1.13025 -2.16921 1.27 -0.41 0.91 0.323
H 3.38608 -2.06996 -1.80876 -1.43 0.92 0.66 -0.087
H 3.21769 -0.26307 -1.49193 -0.96 -1.57 -0.18 0.209
H 2.93538 -0.47625 2.48013 -0.36 0.57 -1.77 0.358
H 2.13376 0.85073 1.48655 1.14 -1.00 -0.25 0.200
H 4.39021 1.12648 0.13326 -0.11 -1.39 1.07 0.252
H 4.86124 0.80623 1.89397 -0.77 -0.66 -1.52 0.356
H 4.94024 -0.60130 0.71587 -0.84 1.33 0.10 0.255
H -4.10069 3.75381 1.16578 1.79 0.31 -0.31 0.368
H -2.60676 6.04398 1.62364 0.73 -1.65 -0.70 0.301
H 0.01995 6.13503 1.10624 -1.23 -1.73 -0.22 0.316
H 1.31010 3.88051 0.20449 -2.13 -0.02 0.41 0.348
Cl 5.67981 -2.05983 -5.02631 0.01 -0.14 0.07 -0.120
C 5.56480 -3.48628 -3.98600 -0.03 0.03 -0.01 0.009
Cl 6.28528 -3.16085 -2.40265 -0.03 -0.06 -0.12 -0.111
Cl 3.87887 -3.99301 -3.80935 0.17 -0.05 -0.08 -0.113
H 6.11899 -4.29733 -4.45428 -0.12 0.17 0.11 0.325
```
Forces are in eV/Å.

Summary:
HOMO-LUMO gap (eV): 6.80
Charge: 0
DFT total energy (eV): -73479.358
SMILES: [H]/N=C/Cc1ccc(P(C)CC)c2c1C(=O)c1ccccc1C2=O.ClC(Cl)Cl
Maximum force (eV/Å): 4.92

***

No. 5
# C2H4B2O

An isolated molecule of C2H4B2O in a non-equilibrium geometry (wB97M-V/def2-TZVPD, the Open Molecules 2025 dataset).

```
9
Properties=species:S:1:pos:R:3:forces:R:3:mulliken_charge:R:1
B -0.56097 1.59943 -0.21744 1.04 -2.01 1.70 -0.148
B 0.55865 -0.93012 -0.07720 -1.84 -1.22 3.02 -0.018
C 0.00008 0.60573 0.53738 -0.67 -1.82 1.12 -0.272
C 1.85524 -0.26134 0.02361 2.34 1.73 -0.30 0.638
O 2.74383 0.46029 -0.01485 -0.34 -1.12 0.20 -0.313
H -0.99795 2.36618 -0.87362 -0.80 1.61 -1.35 -0.013
H -0.09374 0.19802 1.57001 -0.13 1.47 -0.57 0.260
H 0.21388 -1.99545 0.57842 0.79 1.75 -0.62 -0.048
H 0.30247 -1.01557 -1.13595 -0.39 -0.38 -3.20 -0.087
```
Forces are in eV/Å.

Summary:
HOMO-LUMO gap (eV): 8.82
Charge: 0
DFT total energy (eV): -5535.303
Maximum force (eV/Å): 3.74

***

No. 6
# CH4N2O

A structure of composition CH4N2O in a non-equilibrium geometry (wB97M-V/def2-TZVPD, the Open Molecules 2025 dataset).

```
8
Properties=species:S:1:pos:R:3:forces:R:3:mulliken_charge:R:1
C 0.80948 -0.27998 -0.16920 -2.70 -3.54 -0.64 0.224
N 1.87290 0.20269 0.15375 3.01 1.85 1.30 -0.527
N -1.79144 0.08650 0.14144 5.25 -0.83 0.40 -0.371
O -0.15506 0.59524 -0.46323 -4.19 -0.44 0.14 -0.433
H 0.58461 -1.41168 -0.30841 0.00 1.84 0.30 0.292
H 2.62534 -0.41660 0.38849 0.19 -0.54 -0.33 0.247
H -2.34737 0.43719 -0.58114 -0.80 1.18 -1.55 0.264
H -1.59847 0.78665 0.83830 -0.75 0.46 0.37 0.303
```
Forces are in eV/Å.

Summary:
HOMO-LUMO gap (eV): 9.64
Charge: 0
DFT total energy (eV): -6125.890
Maximum force (eV/Å): 5.33